Entry 1:
A cluster of 2 separate species, C4H4F3N2O2 in total. Source: the OMol25 dataset; level of theory: wB97M-V/def2-TZVPD.

Last column: Mulliken charge in e.
Element x y z (Å)
1 F -1.8346 1.3256 0.5519  -0.23
2 F -1.3457 0.3181 -1.3811  -0.19
3 F -0.6069 2.2967 -0.9581  -0.21
4 O -2.3639 -2.3928 -1.1998  -0.23
5 O -0.9641 -1.6884 0.4078  -0.41
6 N 0.6049 0.4656 1.4549  0.50
7 N 0.7293 -0.0486 2.5218  -0.54
8 C -1.7111 -2.0840 -0.3589  0.67
9 C -0.9595 1.1124 -0.4387  0.87
10 C 1.5084 -0.0534 -0.7794  -1.28
11 C 0.3922 0.3840 0.1789  0.61
12 H 2.3559 -0.3564 -0.2682  0.46
13 H 1.0918 0.5254 3.2774  0.32
14 H 1.1413 -0.6869 -1.5632  0.33
15 H 1.9620 0.8829 -1.4452  0.35

Kohn-Sham gap = 9.7908 eV
total charge = +1
total energy = -19430.68996 eV

***

Entry 2:
A structure of composition C8H14CaO2P2. Source: the OMol25 dataset; level of theory: wB97M-V/def2-TZVPD.

Last column: Mulliken charge in e.
Element x y z (Å)
1 Ca 2.2378 2.5717 -1.1113  1.58
2 P 0.7600 -0.9859 -1.0044  0.34
3 P 2.2622 -1.1921 0.7470  0.18
4 O 3.5270 -2.0805 0.2534  -0.47
5 O -1.8631 -0.4999 -1.8031  -0.40
6 C -2.1398 1.0103 2.0637  -0.39
7 C -0.5494 -0.6145 -2.3034  -0.58
8 C -1.7659 1.3736 -0.2783  0.13
9 C -1.9468 0.0228 -0.5282  -0.77
10 C -2.2623 -0.8212 0.5271  0.06
11 C 2.7891 0.5361 0.7210  -0.56
12 C -1.8577 1.8757 1.0123  -0.76
13 C -2.3597 -0.3376 1.8250  -0.67
14 H 0.0226 -2.0297 -0.3984  0.12
15 H -0.2604 0.3024 -2.8383  0.24
16 H 1.9820 1.1153 1.1752  0.58
17 H 3.3950 -2.9845 0.5688  0.38
18 H -1.7061 2.9256 1.2013  0.48
19 H 0.7995 0.4765 -0.6558  -0.28
20 H -2.6118 -1.0088 2.6249  0.44
21 H 2.8474 0.8617 -0.3619  -0.45
22 H -2.4293 -1.8680 0.3261  0.57
23 H 3.7088 0.7443 1.2594  0.48
24 H -2.2057 1.3798 3.0736  0.46
25 H -1.5568 2.0464 -1.1003  0.74
26 H -0.5460 -1.4204 -3.0342  0.46
27 H 1.7290 -1.3989 -1.9613  0.11

Kohn-Sham gap = 5.0123 eV
total charge = +2
total energy = -49613.93695 eV

***

Entry 3:
A cluster of 2 separate species, C4H10N2 in total. Source: the OMol25 dataset; level of theory: wB97M-V/def2-TZVPD.

Last column: Mulliken charge in e.
Element x y z (Å)
1 N -1.9339 -2.3968 -1.4450  -0.50
2 N 2.4920 1.0674 2.2306  -0.40
3 C -2.7296 -0.2157 -1.1506  -0.84
4 C 1.3239 0.6139 2.0432  -0.26
5 C -1.8502 -1.0462 -1.7651  0.08
6 C 3.0349 1.7986 1.0270  -0.70
7 H 4.1023 1.7216 1.1958  0.28
8 H -2.9171 -2.5896 -1.2898  0.22
9 H -3.1165 0.7545 -1.5293  0.24
10 H 0.9942 -0.3331 2.4452  0.26
11 H 0.5250 1.0737 1.4256  0.25
12 H 2.8869 1.2257 0.0936  0.27
13 H -0.7809 -0.8981 -2.0014  0.28
14 H 2.7239 2.8418 1.0201  0.30
15 H -1.4744 -3.0851 -2.0195  0.24
16 H -3.2803 -0.5325 -0.2803  0.28

Kohn-Sham gap = 8.9500 eV
total charge = 0
total energy = -7286.81496 eV
SMILES string = C=CN.C=NC

***

Entry 4:
A cluster of 11 separate species, C44H62F27NO21 in total. Source: the OMol25 dataset; level of theory: wB97M-V/def2-TZVPD.

Last column: Mulliken charge in e.
Element x y z (Å)
1 F 6.0696 10.2081 -12.2750  -0.25
2 F 16.2017 9.8520 -7.1052  -0.13
3 F 16.3827 15.2112 -2.6065  -0.25
4 F 12.0934 8.5018 -7.3295  -0.13
5 F 16.5615 10.8832 -8.9862  -0.23
6 F 9.9037 21.7606 -7.8930  -0.20
7 F 7.9470 9.4712 -12.8548  -0.21
8 F 15.4716 8.4003 -14.1668  -0.24
9 F 15.4120 8.9928 -9.0445  -0.08
10 F 9.9110 11.3726 -5.9181  -0.05
11 F 9.8533 22.4239 -5.8418  -0.24
12 F 12.1030 6.9057 -5.8457  -0.26
13 F 7.7324 11.0297 -6.1048  -0.31
14 F 7.0603 11.1804 -13.9283  -0.24
15 F 8.7935 11.1273 -4.2323  -0.26
16 F 13.5988 7.7448 -15.0219  -0.25
17 F 14.0136 7.3652 -6.9350  -0.18
18 F 11.3646 11.8045 -3.4596  -0.13
19 F 13.2351 12.6479 -2.4978  -0.24
20 F 10.0664 18.1186 -9.3290  -0.19
21 F 11.8946 19.1843 -8.8625  -0.25
22 F 16.1415 15.8197 -4.7636  -0.25
23 F 11.2652 19.2052 -10.9378  -0.27
24 F 11.7042 22.5570 -6.9098  -0.25
25 F 14.9036 6.2703 -14.2218  -0.25
26 F 14.6543 14.6136 -3.7650  -0.17
27 F 11.9067 14.0200 -3.5574  -0.04
28 O 13.3309 10.8357 -8.8535  -0.54
29 O 8.8726 12.2204 -12.2035  -0.57
30 O 7.5381 13.8280 -4.8962  -0.64
31 O 9.3883 13.8001 -6.1939  0.00
32 O 16.7878 12.4556 -3.4344  -0.59
33 O 14.3857 8.7286 -4.8064  -0.21
34 O 16.4939 0.9107 -5.6518  -0.28
35 O 14.5270 7.3728 -11.6872  -0.49
36 O 13.8991 1.0520 -7.4072  -0.32
37 O 14.8309 4.2397 -8.6720  -0.38
38 O 11.8604 16.2270 -9.2208  -0.42
39 O 12.2045 20.2411 -5.7730  -0.30
40 O 7.4785 11.7024 -10.5194  -0.36
41 O 10.0389 19.5417 -6.2304  -0.51
42 O 12.2905 9.7091 -4.8443  -0.56
43 O 9.9909 13.7903 -1.7041  -0.20
44 O 16.9852 13.3690 -5.5909  -0.17
45 O 13.1243 17.3014 -10.6716  -0.34
46 O 14.3902 11.6581 -6.9806  0.47
47 O 12.6786 8.4399 -12.6450  -0.32
48 O 11.5886 12.7330 -0.4578  -0.59
49 N 17.2565 13.6148 -10.2184  -0.47
50 C 7.9115 11.5770 -11.7596  0.49
51 C 13.4422 13.8714 -7.2610  -0.96
52 C 10.8453 8.0309 -11.2564  -1.41
53 C 12.0734 8.8765 -11.4765  0.66
54 C 19.2916 12.6172 -6.2900  -1.54
55 C 14.4708 -0.0654 -6.7076  -0.65
56 C 11.2864 18.4446 -9.7669  0.96
57 C 17.2453 1.1163 -4.4914  -0.71
58 C 14.4590 7.5300 -14.0482  0.89
59 C 13.2997 12.4930 -6.6311  0.55
60 C 9.4355 15.6830 -0.3307  -1.09
61 C 8.4604 13.1875 -5.4431  0.25
62 C 16.7548 12.0200 -12.1902  -0.84
63 C 7.2213 10.5916 -12.7286  0.79
64 C 14.3243 10.9133 -8.1282  0.13
65 C 9.2272 14.2013 -0.5337  -0.29
66 C 16.6322 13.4271 -4.2235  0.45
67 C 11.9338 12.8987 -2.8062  1.31
68 C 15.9826 14.8048 -3.8381  0.88
69 C 17.7841 12.3382 -6.2328  0.93
70 C 16.3188 9.2216 -3.4008  -1.22
71 C 9.8692 15.9736 -5.1518  -0.79
72 C 11.1243 13.1035 -1.5570  -0.31
73 C 13.1364 8.8843 -5.2851  -0.01
74 C 17.0409 12.8699 -11.0612  0.47
75 C 14.1755 16.3539 -10.8464  -0.18
76 C 8.2734 12.4565 -9.5746  -0.54
77 C 14.0113 5.4249 -8.9819  -0.42
78 C 10.5646 21.8578 -6.7780  0.85
79 C 13.9980 3.1482 -8.4071  -0.44
80 C 14.8797 1.9564 -7.8633  -0.31
81 C 10.9081 20.3925 -6.2602  0.41
82 C 9.3525 11.4938 -8.9851  -0.16
83 C 12.1397 17.1915 -9.8496  0.18
84 C 14.8299 9.4884 -3.6734  0.36
85 C 12.6571 19.0327 -5.1208  -0.51
86 C 15.2645 16.6158 -9.7668  -0.56
87 C 13.4075 18.0596 -6.1185  -0.44
88 C 12.8418 7.8743 -6.3969  1.11
89 C 8.7116 11.6516 -5.4315  0.93
90 C 13.9033 7.7751 -12.6632  0.29
91 C 15.3409 0.1670 -5.4331  -0.55
92 C 15.6437 10.1401 -8.3454  0.25
93 C 9.4372 15.1806 -6.4244  -0.40
94 H 13.6465 -0.6486 -6.2971  0.30
95 H 9.3418 16.2078 -1.2814  0.21
96 H 14.6074 16.3487 -11.8471  0.35
97 H 9.5316 13.6558 0.3596  0.34
98 H 16.5837 9.9091 -2.5976  0.36
99 H 13.3492 13.7759 -8.3428  0.29
100 H 10.4653 15.7776 0.0137  0.32
101 H 14.7219 0.6538 -4.6795  0.39
102 H 13.4764 19.4531 -4.5375  0.32
103 H 17.6829 0.1800 -4.1450  0.27
104 H 12.4156 11.9552 -6.9736  0.17
105 H 14.6623 10.5475 -3.8693  -0.21
106 H 13.3330 5.7084 -8.1771  0.10
107 H 19.5347 13.6425 -6.5687  0.34
108 H 10.1274 15.4397 -7.2272  0.29
109 H 14.7264 16.4912 -8.8272  -0.13
110 H 8.4351 15.5417 -6.6560  0.39
111 H 8.1880 13.9230 -0.7085  0.35
112 H 19.7192 11.9018 -6.9924  0.43
113 H 13.3139 12.5123 -5.5414  -0.70
114 H 12.5912 8.7970 -10.5206  -0.05
115 H 16.1544 15.9888 -9.8211  0.30
116 H 15.3275 2.4114 -6.9798  0.21
117 H 8.8084 13.2659 -10.0712  0.41
118 H 16.8142 9.3093 -4.3677  0.10
119 H 17.3763 12.1538 -7.2267  -0.24
120 H 19.8224 12.4364 -5.3553  0.36
121 H 13.4519 2.8432 -9.2998  0.30
122 H 11.0209 6.9552 -11.2482  0.37
123 H 14.7402 6.2288 -9.0842  0.12
124 H 17.6208 11.4276 -5.6563  -0.13
125 H 10.1410 8.1939 -12.0722  0.33
126 H 8.7440 16.1463 0.3731  0.40
127 H 12.0234 18.5574 -4.3721  0.33
128 H 16.5512 1.5710 -3.7847  0.31
129 H 12.6273 14.5413 -6.9869  0.31
130 H 10.9327 15.8961 -4.9260  -0.04
131 H 15.6591 1.6190 -8.5465  0.27
132 H 13.7561 15.3497 -10.7841  0.20
133 H 13.2429 3.4073 -7.6650  0.28
134 H 17.0394 12.5646 -13.0905  0.39
135 H 11.6917 9.8653 -11.7307  0.18
136 H 15.7062 17.6060 -9.6548  0.31
137 H 14.0557 17.3496 -5.6049  0.25
138 H 14.4337 14.2113 -6.9616  0.26
139 H 13.9979 18.6423 -6.8256  0.45
140 H 10.3278 8.2424 -10.3207  0.35
141 H 15.7221 11.6735 -12.1507  0.20
142 H 9.9699 12.0527 -8.2819  -0.34
143 H 12.6864 17.4948 -6.7093  -0.13
144 H 9.5512 17.0103 -5.2624  0.32
145 H 16.5290 8.2026 -3.0756  0.44
146 H 14.1823 9.2038 -2.8442  0.43
147 H 18.0811 1.8023 -4.6292  0.24
148 H 14.9958 -0.6228 -7.4833  0.39
149 H 13.3690 5.2205 -9.8385  0.39
150 H 9.4723 15.5581 -4.2255  0.38
151 H 10.1309 11.2463 -9.7069  0.38
152 H 17.4081 11.1527 -12.0950  0.30
153 H 7.6858 12.8762 -8.7581  0.30
154 H 8.8361 10.6442 -8.5383  0.30
155 H 15.6539 -0.8337 -5.1352  0.43

Kohn-Sham gap = 9.5850 eV
total charge = 0
total energy = -164490.02835 eV
SMILES string = CCOC(=O)C(F)(F)F.CCOC(=O)C(F)(F)F.CCOC(=O)C(F)(F)F.CCOC(=O)C(F)(F)F.CCOC(=O)C(F)(F)F.CCOC(=O)C(F)(F)F.CCOC(=O)C(F)(F)F.CCOC(=O)C(F)(F)F.CCOC(=O)C(F)(F)F.COCCOCCOC.CC#N